Below is a structure of composition C42H43IrN2OS4SiTe, with properties calculated with ωB97M-V with the def2-TZVPD basis set.

**Spin multiplicity**: 2
**Molar mass**: 1067.99 g/mol
**Net charge**: +3

Each line ends with the Mulliken spin population.
Geometry (Å):
H (2.722, -1.026, 2.262)  0.00
H (1.738, 4.974, -7.419)  0.00
C (0.034, 2.703, -4.804)  0.00
S (-4.208, -2.839, -3.153)  0.00
H (-4.634, -1.662, 4.282)  0.00
S (3.675, -0.158, -2.579)  0.00
O (0.446, 0.181, 1.127)  0.02
H (1.757, 4.065, 4.417)  0.00
C (-7.041, -1.440, -0.631)  0.00
C (-0.368, 0.946, 5.183)  0.10
C (-4.212, 0.345, 1.595)  0.00
C (-4.131, -1.080, 3.523)  0.01
H (-0.980, 0.086, 5.405)  0.01
C (-0.434, 2.736, -6.111)  0.00
C (1.771, 4.269, -5.404)  0.00
H (4.595, 0.523, 2.395)  0.00
H (4.128, 2.682, -1.293)  0.00
C (-1.568, -2.119, -3.522)  0.00
H (5.741, 0.074, -1.379)  0.00
C (-5.210, -1.781, -2.111)  0.00
H (-0.647, 0.837, -3.975)  0.00
H (1.016, 3.600, 6.733)  0.00
H (-5.829, 1.468, -1.414)  0.00
C (-0.365, -1.619, -3.051)  0.00
C (-6.229, -2.321, -1.339)  0.00
C (0.810, 2.339, 3.605)  -0.01
H (-4.774, 0.891, 0.852)  0.00
H (-2.196, -1.565, 4.262)  0.00
H (-0.868, -1.489, 0.148)  -0.01
H (-1.705, -2.336, -4.570)  0.00
C (0.188, 3.538, -7.053)  0.00
H (5.259, -1.764, -0.359)  0.00
H (-6.409, -3.382, -1.302)  0.00
Ir (1.586, -0.018, -0.890)  0.00
C (5.053, 0.799, -1.809)  0.00
C (1.325, -1.758, 4.400)  0.00
H (-0.186, 3.573, -8.064)  0.00
C (0.178, -4.132, 3.542)  0.00
C (4.444, -2.293, -0.846)  0.00
C (-0.012, 1.805, 6.213)  -0.03
C (4.371, 0.078, 1.424)  0.00
C (3.612, -1.212, 1.662)  0.00
C (0.753, 2.922, 5.934)  0.15
N (-0.130, -1.371, -1.760)  0.00
C (1.281, 4.321, -6.694)  0.00
C (0.442, -1.755, 3.331)  0.01
H (-5.943, -0.403, 2.612)  0.00
H (-3.104, -2.298, -0.515)  0.00
C (0.084, 1.205, 3.905)  0.26
C (-0.105, -2.948, 2.881)  -0.01
Si (-0.173, -0.123, 2.519)  0.13
C (1.164, 3.192, 4.642)  0.07
C (4.248, -1.871, -2.289)  0.00
C (-2.098, -0.263, 2.545)  0.16
H (-4.279, 0.053, -2.788)  0.00
C (-5.027, -0.403, -2.156)  0.00
H (-0.779, -2.959, 2.036)  0.00
C (-1.103, -1.650, -0.889)  0.01
C (-2.351, -2.102, -1.262)  0.00
S (2.936, -2.078, 0.198)  0.00
H (-1.302, 2.158, -6.386)  0.00
H (-1.719, 2.199, -3.686)  0.00
C (1.616, -2.946, 5.055)  0.00
H (2.616, 4.876, -5.122)  0.00
H (5.312, -0.077, 0.904)  0.00
Te (0.283, 2.319, -1.847)  0.00
C (-0.671, 1.903, -3.750)  0.00
C (-4.863, -0.387, 2.573)  0.08
H (5.572, 1.300, -2.629)  0.00
C (-2.745, -1.012, 3.514)  0.02
S (3.420, 1.342, 0.491)  0.00
H (2.298, -2.937, 5.891)  0.00
C (1.168, 3.444, -4.464)  0.00
H (4.251, -1.924, 2.188)  0.00
H (3.487, -2.491, -2.763)  0.00
H (4.682, -3.357, -0.835)  0.00
C (-2.612, -2.318, -2.615)  0.00
N (-6.848, -0.145, -0.681)  0.00
H (-7.873, -1.783, -0.032)  0.00
H (1.775, -0.839, 4.748)  0.00
H (-0.274, -5.049, 3.196)  0.00
C (1.754, 3.311, -3.097)  0.00
H (-2.320, 0.997, 0.829)  0.00
H (5.185, -1.985, -2.838)  0.00
H (1.120, 2.554, 2.595)  0.00
C (-5.888, 0.385, -1.404)  0.00
H (2.013, 4.279, -2.668)  0.00
H (0.446, -1.411, -3.737)  0.00
C (1.024, -4.125, 4.637)  0.00
H (5.504, 2.228, -0.284)  0.00
C (-2.827, 0.414, 1.583)  0.02
C (4.622, 1.846, -0.799)  0.00
H (1.222, -5.044, 5.168)  0.00
H (2.655, 2.695, -3.153)  0.00
H (-0.348, 1.594, 7.218)  0.00

=====

Below is a cluster of 8 separate species, C42H43N5O19 in total, with properties calculated with ωB97M-V with the def2-TZVPD basis set.

**Spin multiplicity**: 1
**Molar mass**: 921.82 g/mol

Each line ends with the Löwdin charge.
Geometry (Å):
C (-1.035, 1.254, -0.458)  -0.06
C (-5.580, 1.035, -2.423)  -0.46
H (4.479, -1.069, 2.381)  0.11
H (-0.112, 4.811, 1.840)  0.07
C (-1.439, 6.084, 0.755)  -0.32
C (-2.778, -0.724, 3.891)  -0.08
C (-3.148, -1.538, -4.112)  -0.11
C (6.078, -7.323, 1.757)  -0.09
O (2.431, 0.697, -4.480)  0.11
H (3.084, -5.797, 2.579)  0.11
C (4.213, -2.732, 3.720)  -0.01
O (4.196, 1.755, -5.253)  0.15
H (0.598, 0.526, -3.474)  0.12
H (0.243, 2.992, -0.926)  0.09
N (0.116, 1.572, 4.152)  -0.35
N (-0.095, -1.743, 1.633)  -0.31
H (4.634, -7.890, 3.128)  0.10
C (-4.293, -2.332, -4.091)  -0.01
C (6.600, -6.376, 0.916)  -0.09
C (-5.382, 3.153, -3.130)  -0.30
O (2.158, 2.769, -4.877)  0.04
C (5.845, -5.281, 0.592)  0.00
H (7.686, -2.094, 5.141)  0.10
C (-2.152, -1.706, -3.155)  -0.02
H (-5.531, 3.474, -4.161)  0.15
H (0.716, 6.140, 1.077)  0.09
C (-1.528, -0.271, 4.191)  -0.03
C (1.172, 1.573, 0.284)  -0.07
H (6.690, -8.147, 2.093)  0.11
C (-3.326, -3.616, -2.292)  -0.05
C (6.720, -2.270, 4.690)  -0.05
H (-1.318, -1.020, -3.169)  0.10
C (-3.068, 4.575, 0.560)  -0.49
H (-0.457, 5.030, -0.918)  0.11
H (-5.060, -2.097, -4.814)  0.12
O (-4.232, 1.336, -2.307)  0.04
C (3.063, 1.734, -4.864)  -0.60
H (-0.169, 6.327, 2.603)  0.09
H (0.495, 0.433, -5.239)  0.13
O (0.813, -2.041, 2.386)  0.06
H (-2.079, 2.919, 3.260)  0.11
C (-1.417, 5.496, -0.697)  -0.08
C (-3.500, 1.405, 3.062)  -0.05
H (-2.889, -1.772, 4.128)  0.11
C (-5.607, 4.413, -2.199)  0.00
H (0.014, 4.020, -5.839)  0.08
H (0.557, 2.933, -3.597)  0.14
C (-0.195, 5.874, 1.612)  -0.02
H (2.036, 2.219, 0.332)  0.11
C (4.936, -1.730, 3.103)  -0.07
C (-2.312, -2.700, -2.262)  -0.10
H (2.018, 0.117, 1.536)  0.12
O (2.767, -4.800, 4.929)  0.09
C (0.978, 0.943, -4.406)  -0.05
C (-1.077, -0.026, 0.091)  0.03
H (-0.970, 2.493, -5.893)  0.06
H (6.508, -3.985, 5.881)  0.12
C (0.834, 2.436, -4.526)  -0.29
O (2.657, -3.750, 1.194)  0.07
H (6.763, -0.655, 3.220)  0.10
O (4.221, -5.113, 6.447)  0.06
O (-2.444, 4.550, -0.650)  0.03
O (0.762, 1.040, 5.018)  0.10
O (-2.143, 0.394, -5.105)  0.03
H (-3.442, -4.407, -1.566)  0.11
H (-1.900, 1.688, -0.937)  0.09
C (-4.362, -3.431, -3.231)  -0.04
C (0.023, 2.931, -5.795)  0.00
H (-3.372, 3.135, -2.205)  0.10
C (6.176, -1.446, 3.665)  -0.05
O (-6.122, -0.074, -2.253)  0.11
O (-6.257, 2.109, -2.867)  0.10
N (3.821, -4.528, 5.428)  -0.35
H (-4.303, 2.074, 2.791)  0.10
H (-5.250, -4.037, -3.335)  0.11
H (-3.377, 2.487, -3.826)  0.12
H (0.521, 2.611, -6.711)  0.09
H (6.238, -4.566, -0.116)  0.11
N (3.813, -3.814, 0.884)  -0.38
H (-0.797, -0.999, 4.510)  0.12
C (-1.239, 1.041, 3.878)  -0.15
O (4.358, -2.933, 0.318)  0.09
H (7.545, -6.602, 0.444)  0.11
N (-3.070, -0.407, -5.149)  -0.33
C (4.574, -5.064, 1.217)  -0.11
H (-6.633, 4.779, -2.245)  0.08
O (-4.014, 3.890, 0.936)  0.12
C (-3.975, 2.575, -2.919)  -0.11
O (-1.134, -2.427, 1.526)  0.05
H (-1.328, 7.167, 0.697)  0.14
C (-3.814, 0.074, 3.400)  -0.03
C (1.147, 0.358, 0.945)  -0.01
C (4.057, -5.973, 2.145)  0.02
C (-2.235, 1.857, 3.376)  -0.02
H (-1.592, 6.280, -1.434)  0.13
O (0.432, 2.622, 3.607)  0.05
H (-4.828, -0.296, 3.418)  0.11
H (-4.841, 5.182, -2.304)  0.08
H (3.167, -2.860, 3.485)  0.10
C (0.082, 2.059, -0.406)  -0.08
O (-3.861, -0.433, -6.036)  0.10
H (-1.930, -0.677, -0.029)  0.11
O (-2.603, 5.575, 1.332)  0.12
C (4.682, -3.571, 4.781)  -0.13
C (0.043, -0.455, 0.873)  -0.11
H (-5.513, 3.937, -1.223)  0.07
C (4.896, -7.093, 2.449)  -0.04
C (6.002, -3.360, 5.159)  -0.02
H (-1.529, -2.905, -1.545)  0.11

=====

Number 1: E_tot -110605.7847 eV. Number 2: E_tot -90589.2393 eV.